A.
Here is C5H7N3O2 in the gas phase from the OMol25 dataset. Energies are from ωB97M-V with the def2-TZVPD basis set.

Output
HOMO level   -0.309 Ha
LUMO   -0.315 eV

```
! RIJCOSX wB97M-V def2-TZVPD def2/J DEFGRID3
* xyz 0 1
C -1.2905 -1.4141 0.8158
C 0.6715 1.6515 0.1491
C 0.9063 -0.8365 -0.2544
C -1.9497 -0.2105 0.1908
C -1.2764 0.6684 -0.8284
N -0.0592 -1.5907 0.4416
N 1.2413 0.4795 0.3580
N 2.5898 0.4344 0.7826
O 1.6047 -1.2710 -1.1422
O -0.5038 1.7849 -0.3335
H -3.0602 -0.4854 -0.0067
H -2.4048 0.4707 1.0197
H -0.6322 0.1476 -1.5164
H -2.1884 1.2450 -1.3359
H 0.3030 -2.4159 0.7498
H 2.9386 1.4042 0.7966
H 3.1100 -0.0621 0.1137
*
```


B.
Here is C5H7N3O2 in the gas phase from the OMol25 dataset. Energies are from ωB97M-V with the def2-TZVPD basis set.

Output
HOMO level   -0.358 Ha
Structure (SMILES)   [H]/N=C1/CC=NC[C@H]1[N+](=O)[O-]
LUMO   -0.410 eV

```
! RIJCOSX wB97M-V def2-TZVPD def2/J DEFGRID3
* xyz 0 1
H -2.4173 -0.8595 -0.9070
N -1.6805 -0.7370 -1.4661
C -0.7337 -0.2211 -0.8652
C 0.4671 0.3019 -1.5142
C 1.5647 -0.4759 -0.8399
N 1.6155 -0.9759 0.2698
C 0.6357 -0.8198 1.2382
C -0.6818 -0.1045 0.7495
N -0.7098 1.3161 1.0802
O -1.7969 1.8277 1.3434
O 0.3695 1.9300 1.1023
H 0.7032 1.3212 -1.0153
H 0.4719 0.3320 -2.5826
H 2.4754 -0.4527 -1.4879
H 0.9850 -0.1116 2.0092
H 0.5433 -1.8205 1.8498
H -1.8113 -0.4505 1.0357
*
```


C.
Here is 2 unconnected molecules or ions with the total composition C5H7N3O2 from the OMol25 dataset. Energies are from ωB97M-V with the def2-TZVPD basis set.

Output
HOMO level   -0.344 Ha
Structure (SMILES)   Cn1ncc(C#N)c1O.O
LUMO   0.424 eV

```
! RIJCOSX wB97M-V def2-TZVPD def2/J DEFGRID3
* xyz 0 1
C -5.0408 -0.3247 -0.4887
N -3.6728 -0.7870 -0.3881
N -3.3988 -2.1106 -0.3002
C -2.0907 -2.2143 -0.2042
C -1.4717 -0.9361 -0.2646
C -0.0941 -0.5937 -0.3478
N 0.9685 -0.4123 -0.8198
C -2.5542 -0.0508 -0.3814
O -2.6240 1.2600 -0.5175
H -5.5157 -0.7688 -1.3719
H -5.5945 -0.6123 0.4134
H -5.0425 0.7650 -0.5836
H -1.6120 -3.1895 -0.1675
H -1.7476 1.6465 -0.6615
O 1.5195 1.1317 1.5265
H 1.1187 0.4452 2.0908
H 1.9367 0.7237 0.6713
*
```


What should be chosen as the most stable of them? Choose C.


A.
Here is a molecular structure, C10H15O3P from the OMol25 dataset. Energies are from ωB97M-V with the def2-TZVPD basis set.

Output
HOMO level (alpha / beta)   -0.308 / -0.308 Ha
LUMO (alpha / beta)   -0.589 / -0.589 eV

```
! RIJCOSX wB97M-V def2-TZVPD def2/J DEFGRID3
* xyz 0 1
C -0.0404 -1.0195 -2.8652
C -0.8593 -1.3120 -1.8298
C 1.1810 -0.4325 -2.4131
C 1.4263 -0.0181 -0.9228
C 2.5446 -0.2643 -1.9298
C 3.2851 1.0043 -2.3685
C 0.1145 1.3281 2.9283
C -1.0463 0.3034 2.6193
C -2.6755 -0.2579 0.7572
C -1.6292 0.5965 1.3265
O 0.4518 -1.8305 0.6995
O -2.3237 -1.5850 0.5150
O -0.5911 0.5286 0.3502
P 0.0175 -0.8369 -0.2858
H -0.2566 -1.1460 -3.9144
H -1.8488 -1.5432 -1.9588
H 3.1788 -1.2141 -1.9060
H 4.2962 1.1581 -1.9992
H 2.7168 1.8927 -2.2991
H 3.5291 0.7145 -3.5099
H 0.9448 0.9873 2.1930
H -0.1274 2.3008 2.5372
H 0.3740 1.2215 3.9886
H -0.5036 -0.6213 3.0410
H -1.7086 0.5496 3.4587
H -3.5313 -0.1508 1.4203
H -2.8794 0.1201 -0.3740
H -2.1241 1.5881 1.3739
H -1.9153 -2.0613 1.3679
*
```


B.
Here is C10H15O3P in the gas phase from the OMol25 dataset. Energies are from ωB97M-V with the def2-TZVPD basis set.

Output
HOMO level   -0.308 Ha
Structure (SMILES)   COc1ccccc1PC(OC)OC
LUMO   0.847 eV

```
! RIJCOSX wB97M-V def2-TZVPD def2/J DEFGRID3
* xyz 0 1
C 2.6692 -2.4294 -0.3168
O 1.6623 -1.4590 -0.6845
C 1.7045 -0.0853 -0.4650
C 2.8340 0.5677 0.0962
C 2.6066 1.8650 0.5379
C 1.4115 2.5120 0.3131
C 0.5088 1.9200 -0.5102
C 0.5447 0.5874 -0.8954
P -0.7763 -0.3047 -1.9297
C -2.0668 -0.2204 -0.5614
O -1.5206 -0.5006 0.7165
C -1.2658 -1.8908 0.8905
O -2.5674 1.0657 -0.5094
C -3.4099 1.2741 0.6327
H 3.4529 -2.5922 -1.1298
H 2.0773 -3.4253 -0.2440
H 3.0179 -2.4266 0.7223
H 3.7674 0.0466 0.1318
H 3.3180 2.4185 1.0960
H 1.3614 3.4875 0.6411
H -0.3639 2.5076 -0.9021
H -1.5148 0.7605 -2.3107
H -2.9850 -0.8181 -0.8058
H -0.4704 -2.2763 0.0931
H -2.1909 -2.4663 0.6846
H -0.9566 -1.9326 1.9670
H -2.7332 1.6283 1.4549
H -3.8786 0.2488 0.9186
H -4.2362 1.9377 0.3682
*
```


What should be chosen as the most stable of them? Choose B.


A.
Here is 2 unconnected molecules or ions with the total composition C3H12N3O from the OMol25 dataset. Energies are from ωB97M-V with the def2-TZVPD basis set.

Output
HOMO level   -0.527 Ha
LUMO   -2.914 eV

```
! RIJCOSX wB97M-V def2-TZVPD def2/J DEFGRID3
* xyz 1 1
C 0.2053 0.3082 0.2103
N 1.2806 -0.3685 -0.1158
N -0.6370 -0.3048 0.9663
N 0.0532 1.5399 -0.1880
C -3.0000 -1.2395 0.6638
C -2.0604 -0.1406 1.1523
H 1.3275 -1.3704 0.0859
H 2.0600 0.0948 -0.5895
H -0.3725 -1.1817 1.4219
H 0.8233 2.0441 -0.6343
H -0.8619 1.9866 -0.0899
H -3.4169 -1.7843 1.5275
H -2.4441 -1.9531 0.0327
H -3.8343 -0.8240 0.0739
H -2.2381 0.7929 0.5844
H -2.3288 0.0518 2.2088
O 4.8075 0.8969 -2.2580
H 5.0597 1.0130 -3.2020
H 5.5768 0.4386 -1.8502
*
```


B.
Here is 2 unconnected molecules or ions with the total composition C3H12N3O from the OMol25 dataset. Energies are from ωB97M-V with the def2-TZVPD basis set.

Output
HOMO level   -0.497 Ha
LUMO   -3.660 eV

```
! RIJCOSX wB97M-V def2-TZVPD def2/J DEFGRID3
* xyz 1 1
C 1.0411 0.7838 -1.1081
C 0.8531 0.4292 0.4018
C 0.5158 -0.9734 0.7809
N 0.9691 -1.9850 0.1060
N -2.1842 -0.0149 -0.1815
N -0.0933 1.3721 0.9617
O -1.3209 -1.0774 -0.4750
H 0.3650 0.1390 -1.8258
H 0.9619 1.7831 -1.3292
H 2.1482 0.5317 -1.4886
H 1.8484 0.6259 0.8225
H 0.2018 -1.2648 1.7784
H 0.9120 -2.0295 -0.8938
H 0.9223 -2.9566 0.4243
H -2.6201 0.1185 -1.0122
H -2.8270 -0.2771 0.4590
H -1.7796 0.8226 0.2585
H 0.0524 2.2419 0.4204
H 0.0340 1.7312 1.9006
*
```


C.
Here is 2 unconnected molecules or ions with the total composition C3H12N3O from the OMol25 dataset. Energies are from ωB97M-V with the def2-TZVPD basis set.

Output
HOMO level   -0.533 Ha
LUMO   -2.896 eV

```
! RIJCOSX wB97M-V def2-TZVPD def2/J DEFGRID3
* xyz 1 1
C -0.7359 -1.3071 1.8363
C 0.4644 -0.3981 1.4597
N 0.2824 0.3160 0.1806
C 0.6518 -0.2604 -0.9483
N 0.9327 0.4786 -2.0436
N 0.8062 -1.5714 -1.0057
H -0.3329 -2.2400 2.2441
H -1.3729 -1.5390 0.9859
H -1.2688 -0.9170 2.6904
H 0.5045 0.3534 2.2195
H 1.3842 -0.9629 1.4071
H 0.0205 1.2953 0.1429
H 0.6600 1.4455 -2.0918
H 0.7568 -0.0413 -2.8969
H 1.1836 -2.0664 -1.7955
H 0.1818 -2.1419 -0.4517
H -1.7934 2.5444 1.2427
H -2.2985 2.8505 -0.1779
O -1.7549 2.2292 0.3204
*
```


What should be chosen as the most stable of them? Choose C.


A.
Here is C4H10N2OS in the gas phase from the OMol25 dataset. Energies are from ωB97M-V with the def2-TZVPD basis set.

Output
HOMO level (alpha / beta)   -0.268 / -0.273 Ha
Structure (SMILES)   C/C(=N/N)O[C@@H](C)S
LUMO (alpha / beta)   0.838 / 0.667 eV

```
! RIJCOSX wB97M-V def2-TZVPD def2/J DEFGRID3
* xyz 0 1
C -0.2042 -0.2955 2.3716
C -0.4456 0.4160 1.0792
N -0.4677 2.0439 0.8990
N -0.8889 2.5082 -0.2600
O -0.5741 -0.2110 -0.1106
C 0.5624 -0.9254 -0.7506
C 0.0436 -1.6238 -1.9548
S 1.7567 0.4900 -1.0817
H -1.1746 -0.5975 2.7911
H 0.2019 0.2577 3.1324
H 0.3365 -1.2377 2.1736
H -0.9697 1.9575 -1.1503
H -0.5246 3.3768 -0.4930
H 1.1448 -1.7299 -0.1171
H -0.4695 -2.4943 -1.7622
H -0.6218 -0.8556 -2.4781
H 0.8326 -1.9124 -2.5947
H 1.4623 0.8331 0.3062
*
```


B.
Here is 2 unconnected molecules or ions with the total composition C4H10N2OS from the OMol25 dataset. Energies are from ωB97M-V with the def2-TZVPD basis set.

Output
HOMO level   -0.312 Ha
LUMO   -2.415 eV

```
! RIJCOSX wB97M-V def2-TZVPD def2/J DEFGRID3
* xyz 0 1
N -0.3010 1.7566 0.7025
C -0.2185 0.4415 0.8149
C -0.9470 -0.5031 -0.1664
C -1.3646 0.0116 -1.4649
S -1.9328 -1.4426 -2.3349
C 1.5103 0.0828 0.5929
N 1.6101 -1.1078 1.0505
O 2.2826 1.1534 0.9407
H 1.5843 1.8470 0.9418
H -0.9278 2.1818 1.3806
H -0.3742 0.0406 1.8346
H -1.8020 -1.0224 0.2643
H -0.2073 -1.3215 -0.5998
H -2.2067 0.7086 -1.4544
H -0.5514 0.4733 -2.0177
H -0.1354 -1.9308 -1.3306
H 2.5537 -1.3579 1.3663
H 1.4276 -0.0111 -0.5204
*
```


C.
Here is C4H10N2OS in the gas phase from the OMol25 dataset. Energies are from ωB97M-V with the def2-TZVPD basis set.

Output
HOMO level   -0.306 Ha
Structure (SMILES)   C=S1(=O)NCCCN1
LUMO   0.510 eV

```
! RIJCOSX wB97M-V def2-TZVPD def2/J DEFGRID3
* xyz 0 1
C -3.3398 0.4268 0.2785
S -1.2790 0.5989 0.8727
O -0.8664 1.2833 2.0565
N -0.4758 1.3437 -0.4111
C 0.9651 1.2828 -0.2994
C 1.5019 -0.1530 -0.2375
C 0.9111 -0.8674 0.9803
N -0.5342 -0.9384 0.9264
H -3.7243 0.1305 1.2626
H -3.1739 -0.5090 -0.2878
H -0.8498 1.0348 -1.2955
H 1.2104 1.8014 0.6309
H 1.4063 1.8288 -1.1382
H 1.2288 -0.6919 -1.1496
H 2.5889 -0.1342 -0.1621
H 1.3064 -1.8819 1.0781
H 1.1431 -0.3086 1.8896
H -0.8750 -1.5196 0.1740
*
```


What should be chosen as the most stable of them? Choose C.


A.
Here is C4H10N2OS in the gas phase from the OMol25 dataset. Energies are from ωB97M-V with the def2-TZVPD basis set.

Output
HOMO level   -0.330 Ha
Structure (SMILES)   CNC(=O)[C@@H](N)CS
LUMO   0.766 eV

```
! RIJCOSX wB97M-V def2-TZVPD def2/J DEFGRID3
* xyz 0 1
C 0.1398 2.0861 1.4365
N -0.4054 1.8802 0.0652
C -0.5113 0.7058 -0.7222
O -1.0758 0.8845 -1.8051
C 0.3325 -0.5398 -0.1933
N 0.2385 -0.6424 1.2376
C -0.3040 -1.6745 -1.0540
S 0.8877 -3.1621 -1.4023
H 0.5580 3.1365 1.3152
H 0.9191 1.3881 1.5446
H -0.4937 2.0692 2.2453
H -0.9848 2.6012 -0.2701
H 1.3769 -0.3160 -0.5010
H -0.5881 -0.6653 1.6413
H 0.8523 -1.2609 1.6861
H -1.1396 -2.1292 -0.4484
H -0.7672 -1.3562 -2.0234
H 0.9651 -3.0050 -2.7520
*
```


B.
Here is C4H10N2OS in the gas phase from the OMol25 dataset. Energies are from ωB97M-V with the def2-TZVPD basis set.

Output
HOMO level   -0.311 Ha
Structure (SMILES)   CCN(S)/C(C)=N\O
LUMO   0.649 eV

```
! RIJCOSX wB97M-V def2-TZVPD def2/J DEFGRID3
* xyz 0 1
C 0.7487 1.9170 0.6974
C 0.3059 1.2857 -0.6828
N 0.5239 -0.2250 -0.5530
S 2.0167 -0.9042 -1.0485
C -0.6551 -0.9831 -0.2816
C -0.3614 -2.0014 0.7260
N -1.8706 -0.8086 -0.4644
O -2.3417 0.2563 -1.1512
H 1.6991 1.2451 1.0488
H -0.1857 1.8445 1.3594
H 1.1257 3.1106 0.5012
H -0.6895 1.4629 -1.0806
H 1.0974 1.9027 -1.3865
H 2.5256 -1.4538 0.2827
H -1.1476 -2.2393 1.4535
H 0.0825 -2.7521 0.0623
H 0.5125 -1.7953 1.5122
H -3.3863 0.1380 -0.9949
*
```


What should be chosen as the most stable of them? Choose A.


A.
Here is 3 unconnected molecules or ions with the total composition C4H10N2OS from the OMol25 dataset. Energies are from ωB97M-V with the def2-TZVPD basis set.

Output
HOMO level   -0.304 Ha
LUMO   0.356 eV

```
! RIJCOSX wB97M-V def2-TZVPD def2/J DEFGRID3
* xyz 0 1
C -1.6865 -0.7441 1.0909
C -1.4909 -0.4150 -0.3780
C 0.9085 -0.7409 -0.4234
C 0.8669 1.7858 -0.3166
H -2.9625 -0.5520 1.1344
H -1.1502 0.5330 1.8440
H -0.9018 -2.0678 1.4373
H -1.7080 0.6944 -0.4752
H -2.3080 -0.7495 -1.2215
H -0.4130 -1.9249 -1.3220
H -0.2790 1.9741 -0.8292
H 0.9505 2.2370 0.9216
H 1.5566 2.3715 -1.1248
H 3.1392 -0.2369 0.3306
N -0.3954 -0.9271 -1.0209
N 1.4589 0.3233 -0.1470
O 2.5656 0.5436 0.5113
S 1.8493 -2.1045 -0.0115
*
```


B.
Here is C4H10N2OS in the gas phase from the OMol25 dataset. Energies are from ωB97M-V with the def2-TZVPD basis set.

Output
HOMO level   -0.335 Ha
Structure (SMILES)   CC/N=C(/CO)NS
LUMO   0.528 eV

```
! RIJCOSX wB97M-V def2-TZVPD def2/J DEFGRID3
* xyz 0 1
C -0.4003 2.2498 1.7638
C -0.8047 1.1357 0.8312
N 0.3653 0.3731 0.4339
C 0.3904 -0.4410 -0.5269
C 1.7534 -0.9558 -0.9603
O 1.7206 -2.2676 -1.5282
N -0.6116 -0.9150 -1.3744
S -2.2793 -1.0062 -1.0735
H 0.1060 1.8418 2.6549
H -1.2891 2.8443 2.0540
H 0.2983 2.9257 1.2680
H -1.5380 0.4819 1.3494
H -1.3362 1.5226 -0.0545
H 2.1571 -0.3258 -1.7762
H 2.4664 -0.9022 -0.0666
H 1.5710 -2.9189 -0.8136
H -0.2553 -1.6347 -2.0142
H -2.3140 -2.0078 -0.1667
*
```


What should be chosen as the most stable of them? Choose B.